(1)
A structure of composition C40H44AsCrN4O3S. Source: the Open Molecules 2025 dataset; level of theory: wB97M-V/def2-TZVPD.

- spin multiplicity = 5
- HOMO-LUMO gap (spin up / spin down) (hartree) = 0.3122 / 0.3298
- total charge = +1
- E_HOMO (spin up / spin down) (Ha) = -0.38588 / -0.40950
- ΔE to the lowest compared entry with this formula, charge and spin (kcal/mol) = 0.0
- LUMO level (spin up / spin down) (eV) = -2.005 / -2.170

Last column: Löwdin spin population.
Element x y z (Å)
Cr  -0.083  -1.003  0.521  3.754
C  -3.065  -2.580  -3.960  0.000
C  -4.082  -2.578  -2.831  0.001
N  -3.497  -2.830  -1.502  0.011
C  -3.683  -4.181  -0.964  0.000
C  -2.821  -5.214  -1.668  0.000
C  -2.831  -1.870  -0.867  0.012
S  -2.129  -2.201  0.696  0.021
N  -2.866  -0.655  -1.462  0.003
C  -1.922  0.238  -1.404  0.014
O  -0.711  0.060  -1.009  0.037
C  -2.225  1.603  -1.930  -0.001
C  -3.349  1.829  -2.717  0.001
C  -3.607  3.098  -3.211  0.000
C  -2.753  4.150  -2.907  0.001
C  -1.637  3.931  -2.109  0.000
C  -1.371  2.659  -1.626  0.001
H  -3.573  -2.373  -4.903  0.000
H  -2.563  -3.542  -4.052  0.000
H  -2.312  -1.808  -3.806  0.000
H  -4.824  -3.361  -2.986  0.000
H  -4.601  -1.622  -2.790  0.000
H  -4.744  -4.418  -1.071  0.000
H  -3.460  -4.159  0.098  0.000
H  -3.114  -5.357  -2.708  0.000
H  -2.919  -6.174  -1.161  0.000
H  -1.771  -4.919  -1.642  0.000
H  -4.010  1.004  -2.944  0.000
H  -4.476  3.269  -3.832  0.000
H  -2.959  5.141  -3.290  0.000
H  -0.975  4.752  -1.866  0.000
H  -0.504  2.479  -1.004  0.000
C  0.395  0.620  -4.485  0.000
C  1.685  -0.180  -4.547  0.000
N  2.879  0.618  -4.282  0.000
C  3.266  1.603  -5.299  0.000
C  2.998  3.033  -4.861  0.000
C  3.734  0.444  -3.250  0.000
O  4.803  1.029  -3.164  0.000
C  3.348  -0.471  -2.116  -0.001
C  4.257  -1.422  -1.668  0.009
C  3.945  -2.195  -0.564  -0.001
C  2.745  -1.972  0.089  0.014
N  1.879  -1.040  -0.322  0.011
C  2.173  -0.312  -1.407  0.012
H  -0.466  -0.040  -4.601  0.000
H  0.350  1.365  -5.281  0.000
H  0.286  1.142  -3.533  0.000
H  1.802  -0.610  -5.545  0.000
H  1.658  -1.021  -3.857  0.000
H  2.704  1.359  -6.201  0.000
H  4.326  1.469  -5.516  0.000
H  1.944  3.179  -4.619  0.000
H  3.261  3.728  -5.659  0.000
H  3.599  3.281  -3.987  0.000
H  5.202  -1.536  -2.183  0.000
H  4.626  -2.950  -0.198  0.000
H  2.467  -2.523  0.979  0.002
H  1.427  0.416  -1.700  0.001
O  0.578  -1.380  2.382  0.061
As  0.549  -0.206  3.606  0.007
C  0.775  1.560  2.923  0.006
C  0.224  2.618  3.642  0.000
C  0.387  3.915  3.179  0.002
C  1.091  4.152  2.005  0.001
C  1.641  3.098  1.292  0.002
C  1.486  1.797  1.753  0.008
C  -1.117  -0.236  4.516  0.001
C  -2.287  -0.168  3.763  0.003
C  -3.512  -0.163  4.410  0.000
C  -3.566  -0.219  5.797  0.000
C  -2.400  -0.279  6.544  0.000
C  -1.166  -0.288  5.905  0.000
C  1.938  -0.564  4.844  -0.001
C  1.965  -1.811  5.468  0.000
C  2.990  -2.106  6.351  0.000
C  3.981  -1.165  6.605  0.000
C  3.953  0.071  5.978  0.000
C  2.930  0.377  5.091  0.000
H  -0.345  2.443  4.547  0.000
H  -0.040  4.741  3.732  0.000
H  1.214  5.166  1.648  0.000
H  2.202  3.285  0.385  0.000
H  1.950  0.981  1.215  0.003
H  -2.260  -0.138  2.680  0.004
H  -4.424  -0.119  3.830  0.000
H  -4.525  -0.215  6.298  0.000
H  -2.447  -0.320  7.624  0.000
H  -0.258  -0.333  6.492  0.000
H  1.200  -2.551  5.266  0.000
H  3.018  -3.070  6.842  0.000
H  4.780  -1.399  7.295  0.000
H  4.729  0.799  6.177  0.000
H  2.910  1.344  4.603  0.000


(2)
A structure of composition C12H33ClCrI2P3 in a non-equilibrium geometry. Source: the Open Molecules 2025 dataset; level of theory: wB97M-V/def2-TZVPD.

- spin multiplicity = 4
- HOMO-LUMO gap (spin up / spin down) (hartree) = 0.2089 / 0.1777
- total charge = +2
- E_HOMO (spin up / spin down) (Ha) = -0.56924 / -0.57727
- LUMO level (spin up / spin down) (eV) = -9.806 / -10.872

Last column: Löwdin spin population.
Element x y z (Å)
I  0.165  2.448  -1.465  0.502
I  0.228  -2.765  -1.371  -0.093
Cr  0.177  -0.164  -1.572  2.434
P  -2.373  -0.084  -1.719  0.122
C  -3.465  0.021  -0.257  0.017
C  -3.060  1.279  -2.725  0.009
H  -4.123  1.065  -2.890  -0.001
H  -4.132  -1.329  -2.771  0.004
H  -2.532  1.332  -3.680  0.001
H  -2.544  -1.661  -3.544  0.000
H  -3.244  0.937  0.299  0.000
H  -2.927  2.226  -2.200  0.008
C  -3.068  -1.527  -2.594  0.022
H  -4.502  0.036  -0.612  0.004
H  -2.927  -2.427  -1.993  0.002
H  -3.309  -0.849  0.388  0.000
P  2.628  -0.096  -1.866  0.092
C  3.513  0.014  -0.280  0.013
C  3.335  -1.555  -2.697  0.015
H  2.744  1.398  -3.762  0.001
H  4.347  1.151  -3.002  -0.002
H  3.121  2.239  -2.249  0.012
C  3.280  1.318  -2.814  0.010
H  2.817  -1.708  -3.648  0.000
H  4.401  -1.382  -2.876  0.002
H  4.585  -0.039  -0.490  0.003
H  3.194  -0.814  0.358  0.000
H  3.177  -2.436  -2.073  0.004
H  3.260  0.969  0.188  0.000
Cl  0.106  -0.202  -3.856  0.000
C  2.395  0.794  2.959  -0.001
C  1.384  -0.313  2.681  -0.023
P  0.195  -0.098  1.259  -0.121
C  -0.897  -1.535  1.754  -0.009
C  -1.728  -1.513  3.033  -0.004
C  -0.679  1.478  1.763  -0.012
C  -1.194  1.712  3.181  -0.006
H  3.287  0.723  2.338  0.000
H  2.710  0.704  4.003  0.000
H  2.013  1.808  2.836  0.000
H  1.917  -1.258  2.479  0.000
H  0.766  -0.453  3.586  -0.006
H  -1.552  -1.772  0.901  0.000
H  -0.177  -2.368  1.805  -0.001
H  -2.484  -0.722  3.034  0.000
H  -2.248  -2.481  3.084  -0.001
H  -1.120  -1.414  3.938  0.000
H  0.060  2.257  1.503  0.000
H  -1.505  1.627  1.047  0.003
H  -0.411  1.643  3.946  0.000
H  -1.583  2.741  3.194  -0.001
H  -2.018  1.047  3.448  0.000